C18H36BrN2O9P2 | wB97M-V/def2-TZVPD

Last column: Mulliken charge in e.
CARTESIAN COORDINATES (ANGSTROEM)
O  3.1463  -2.6063  -2.5660  -0.36
C  3.1527  -1.6459  -3.2634  0.38
Br  3.9736  0.0180  -2.7381  -0.08
C  2.4780  -1.5687  -4.6284  -0.69
C  1.1153  -0.9449  -4.3995  0.61
C  0.2483  -1.4855  -3.4529  -0.16
C  -0.9500  -0.8303  -3.2877  -0.50
C  -1.1587  0.3043  -4.0928  -0.27
N  -0.3540  0.7752  -4.9955  -0.88
N  0.7913  0.1116  -5.1204  0.44
H  3.0688  -0.9694  -5.3169  0.41
H  2.3194  -2.5697  -5.0292  0.28
H  0.5089  -2.3512  -2.8620  0.51
H  -1.6771  -1.1594  -2.5605  0.43
H  -2.0853  0.8486  -3.9555  0.55
H  1.4336  0.4689  -5.8189  0.31
O  5.0812  -4.2671  3.1498  -0.74
P  3.7418  -3.6595  3.1161  1.10
O  3.7182  -2.3737  4.0847  -0.36
C  4.6633  -1.3236  3.8821  -0.33
C  4.3934  -0.5412  2.6096  -0.92
O  2.7948  -4.6514  3.9576  -0.37
C  3.2736  -5.9070  4.4491  -0.29
C  3.8301  -5.7766  5.8514  -1.03
O  2.5212  -3.2569  2.1283  -0.35
C  2.6918  -3.2156  0.7042  0.07
C  3.4166  -4.4231  0.1447  -1.13
H  5.6775  -1.7299  3.8761  0.27
H  4.5779  -0.6661  4.7458  0.32
H  4.6272  -1.1445  1.7266  0.17
H  5.0107  0.3563  2.5700  0.43
H  3.3430  -0.2530  2.5507  0.27
H  4.0118  -6.3308  3.7693  0.31
H  2.4178  -6.5832  4.4529  0.34
H  4.5425  -4.9547  5.9203  0.28
H  4.3285  -6.6979  6.1543  0.36
H  3.0288  -5.5673  6.5612  0.28
H  3.2141  -2.2952  0.4241  0.12
H  1.6880  -3.1572  0.2797  0.16
H  4.4487  -4.4686  0.5013  0.38
H  3.4405  -4.3745  -0.9410  0.34
H  2.9224  -5.3475  0.4464  0.32
O  -3.6737  3.3161  -1.6316  -0.66
P  -4.3498  4.1741  -0.6370  1.02
O  -5.9421  4.0384  -0.8230  -0.36
C  -6.5624  2.7560  -0.7369  -0.25
C  -6.5470  2.2012  0.6753  -0.94
O  -4.1780  5.6780  -1.1915  -0.38
C  -3.3774  5.9780  -2.3323  -0.28
C  -4.1987  5.9562  -3.6059  -1.03
O  -4.2962  4.6634  0.8923  -0.30
C  -3.4978  3.9881  1.8874  -0.19
C  -2.0941  3.6779  1.4097  -1.07
H  -6.0805  2.0607  -1.4301  0.21
H  -7.5900  2.8918  -1.0703  0.33
H  -5.5326  1.9125  0.9689  0.16
H  -7.1773  1.3152  0.7501  0.42
H  -6.9004  2.9479  1.3859  0.28
H  -2.5277  5.2979  -2.3977  0.27
H  -2.9730  6.9782  -2.1724  0.34
H  -4.7858  5.0409  -3.6830  0.27
H  -3.5532  6.0348  -4.4823  0.35
H  -4.9016  6.7893  -3.6197  0.29
H  -4.0067  3.0759  2.2078  0.23
H  -3.4593  4.6521  2.7486  0.30
H  -2.1062  2.9605  0.5841  0.29
H  -1.5063  3.2459  2.2193  0.40
H  -1.5984  4.5832  1.0572  0.28

Forces on atoms 1 to 2 (eV/Å):
-0.0666 0.6094 -0.4245
0.3375 -0.5774 0.2403

## Properties
Highest occupied orbital energy = -11.8 eV
Charge = +1
E = -129273.9495 eV
Gap between HOMO and LUMO = 0.2332 hartree
Spin multiplicity = 1